No. 1
67
Properties=species:S:1:pos:R:3 method="wB97M-V/def2-TZVPD" max_force_ev_per_a=0.983 e_lumo_ev="-9.2 / -10.8" spin_multiplicity=2 de_lowest_ev=1.551 charge=+3
Re 0.322 0.297 0.814
C -1.086 3.394 -0.518
C -2.198 2.384 -0.772
S -2.310 1.403 0.755
C -2.945 -0.277 0.428
C -2.524 -0.902 -0.885
S -0.812 -0.377 -1.149
C 0.125 -1.724 -1.900
C 1.482 -1.118 -2.248
S 2.019 0.161 -1.040
C 1.756 1.686 -2.001
C 1.734 2.859 -1.048
S 0.449 2.722 0.223
H -1.404 4.111 0.239
H -0.844 3.958 -1.418
H -2.032 1.753 -1.639
H -3.115 2.953 -0.936
H -4.023 -0.333 0.575
H -2.470 -0.817 1.248
H -3.076 -0.528 -1.746
H -2.624 -1.986 -0.843
H -0.408 -2.060 -2.789
H 0.212 -2.546 -1.192
H 1.476 -0.647 -3.229
H 2.255 -1.884 -2.244
H 0.829 1.595 -2.568
H 2.594 1.779 -2.693
H 1.591 3.802 -1.576
H 2.669 2.938 -0.491
C -0.016 -2.371 5.213
N 0.097 -1.320 4.192
C 0.356 -0.035 4.340
S 0.021 1.098 3.010
N 0.796 0.547 5.435
C 1.305 -0.042 6.683
H -0.709 -3.117 4.832
H -0.424 -1.966 6.133
H 0.941 -2.853 5.401
H -0.133 -1.594 3.250
H 0.822 1.557 5.395
H 1.733 -1.020 6.498
H 0.523 -0.106 7.437
H 2.093 0.610 7.051
N 1.161 -1.182 1.370
C 1.995 -2.141 1.675
C 3.429 -1.895 1.588
C 4.298 -2.928 1.207
C 5.654 -2.678 1.091
C 6.154 -1.413 1.378
C 5.299 -0.384 1.768
C 3.942 -0.615 1.858
C 1.438 -3.431 2.094
C 0.168 -3.834 1.655
C -0.369 -5.034 2.078
C 0.347 -5.841 2.961
C 1.597 -5.442 3.417
C 2.147 -4.246 2.985
H 3.907 -3.909 0.974
H 6.323 -3.469 0.783
H 7.218 -1.227 1.304
H 5.702 0.589 2.013
H 3.274 0.172 2.188
H -0.381 -3.213 0.956
H -1.335 -5.358 1.715
H -0.070 -6.783 3.289
H 2.147 -6.067 4.107
H 3.115 -3.932 3.353



No. 2
74
Properties=species:S:1:pos:R:3 method="wB97M-V/def2-TZVPD" max_force_ev_per_a=3.100 e_lumo_ev=-6.2 charge=+1
Pb -1.409 -2.426 1.218
O -1.344 1.048 -1.194
H -2.264 0.843 -1.534
H -0.849 1.694 -1.736
H -0.863 0.199 -1.000
O -0.717 -3.317 -2.415
H -0.969 -3.072 -3.366
H -0.045 -2.717 -2.005
H -1.495 -3.347 -1.834
C -2.768 -0.877 -3.191
C -3.815 -0.037 -2.917
C -4.712 0.459 -4.045
O -5.634 1.277 -3.845
C -4.611 -0.113 -5.312
C -3.613 -1.161 -5.576
C -2.643 -1.556 -4.431
O -1.707 -2.335 -4.641
O -3.716 -1.896 -6.541
O -3.957 0.503 -1.774
H -2.064 -1.038 -2.385
H -5.278 0.079 -6.138
F -0.261 -1.317 -0.714
C 2.200 -1.826 1.322
O 1.040 -2.232 2.029
C 1.189 -2.199 3.456
C -0.041 -2.658 4.190
N -1.243 -2.051 3.519
C -2.505 -2.368 4.215
C -2.972 -1.764 5.526
O -2.051 -2.155 6.548
C -2.267 -1.806 7.890
H 3.138 -2.288 1.641
H 2.483 -0.794 1.565
H 2.114 -1.761 0.241
H 1.348 -1.149 3.710
H 2.011 -2.804 3.840
H -0.007 -2.162 5.163
H -0.208 -3.720 4.352
H -1.092 -1.045 3.553
H -2.748 -3.431 4.150
H -3.286 -2.025 3.521
H -3.874 -2.278 5.860
H -2.918 -0.678 5.415
H -2.324 -0.715 7.993
H -1.435 -2.047 8.548
H -3.181 -2.277 8.260
C 1.948 1.685 -4.533
C 3.096 1.701 -5.344
C 4.335 1.168 -4.957
C 4.372 0.514 -3.726
C 3.253 0.402 -2.925
C 2.103 1.125 -3.301
O 1.014 1.040 -2.447
O 5.429 1.485 -5.680
H 1.071 2.102 -5.003
H 3.080 2.314 -6.238
H 5.269 0.016 -3.376
H 3.279 -0.019 -1.929
H 1.269 0.561 -1.648
H 5.258 1.649 -6.611
C 2.663 4.465 0.186
C 2.294 3.163 -0.158
C 1.661 2.376 0.807
C 1.388 2.847 2.106
C 1.727 4.166 2.348
C 2.338 5.008 1.412
O 2.686 6.290 1.735
O 1.296 1.082 0.451
H 3.233 5.020 -0.548
H 2.677 2.764 -1.086
H 0.929 2.331 2.938
H 1.256 4.576 3.237
H 1.984 6.655 2.285
H 0.462 0.852 0.871



No. 3
67
Properties=species:S:1:pos:R:3 method="wB97M-V/def2-TZVPD" max_force_ev_per_a=0.916 e_lumo_ev="-8.6 / -11.4" spin_multiplicity=5 charge=+3
Os -0.261 -0.083 0.311
C -2.167 -0.805 3.634
C -0.702 -0.485 3.870
S 0.482 -0.801 2.520
C 0.506 -2.606 2.236
C -0.735 -3.211 1.611
S -1.249 -2.369 0.064
C -3.062 -2.438 0.195
C -3.680 -1.762 1.416
S -2.798 -0.272 1.999
H -2.756 -0.279 4.385
H -2.372 -1.867 3.738
H -0.328 -1.029 4.739
H -0.551 0.578 4.061
H 0.726 -3.092 3.187
H 1.377 -2.736 1.590
H -1.578 -3.215 2.298
H -0.520 -4.242 1.328
H -3.324 -3.497 0.174
H -3.412 -1.987 -0.733
H -3.766 -2.441 2.262
H -4.689 -1.436 1.166
C -1.288 -0.272 -2.671
N -0.217 0.058 -1.732
C 0.998 0.291 -2.207
C 2.003 0.603 -1.304
C 3.390 0.790 -1.389
C 3.844 0.963 -0.087
C 2.733 0.867 0.761
N 1.613 0.663 0.042
C -2.132 0.925 -3.057
C -1.543 2.117 -3.479
C -2.331 3.171 -3.919
C -3.714 3.042 -3.954
C -4.307 1.862 -3.524
C -3.519 0.812 -3.073
H -1.937 -1.023 -2.220
H -0.871 -0.714 -3.580
H 1.209 0.221 -3.271
H 3.985 0.780 -2.289
H 4.857 1.144 0.232
H 2.729 0.986 1.834
H -0.462 2.215 -3.499
H -1.865 4.087 -4.261
H -4.326 3.847 -4.340
H -5.383 1.753 -3.557
H -3.994 -0.108 -2.747
C -0.390 3.284 -0.469
C -0.869 4.807 -0.451
N -2.018 4.834 0.404
C -3.124 4.093 -0.122
C -2.640 2.571 -0.143
N -1.278 2.493 0.376
C -1.219 2.991 1.745
C -1.717 4.508 1.767
H 0.632 3.217 -0.099
H -0.437 2.907 -1.488
H -1.138 5.131 -1.455
H -0.085 5.453 -0.061
H -3.367 4.431 -1.128
H -3.999 4.210 0.515
H -2.660 2.198 -1.168
H -3.309 1.978 0.474
H -0.192 2.939 2.106
H -1.867 2.395 2.385
H -0.938 5.164 2.151
H -2.608 4.614 2.383



No. 4
72
Properties=species:S:1:pos:R:3 method="wB97M-V/def2-TZVPD" max_force_ev_per_a=5.004 e_lumo_ev=1.4 de_lowest_ev=0.000 charge=-1
Rb 11.200 12.497 7.848
C 8.841 10.427 12.534
O 8.583 9.099 12.057
C 9.512 8.447 11.373
C 9.855 7.198 11.914
C 10.926 6.466 11.395
C 11.522 6.845 10.202
C 11.079 7.935 9.555
C 11.518 8.462 8.283
N 12.688 8.740 7.841
N 13.824 8.432 8.371
C 14.721 9.472 8.287
O 14.479 10.504 7.618
C 15.969 9.450 9.142
C 16.297 8.340 9.892
C 17.423 8.329 10.710
C 18.207 9.460 10.908
C 17.882 10.575 10.154
C 16.805 10.596 9.282
C 10.175 8.911 10.160
O 9.842 9.964 9.547
H 7.966 10.680 13.151
H 8.945 11.136 11.688
H 9.786 10.513 13.114
H 9.365 6.833 12.813
H 11.329 5.567 11.912
H 12.359 6.276 9.792
H 10.715 8.898 7.647
H 15.648 7.464 9.886
H 17.682 7.394 11.220
H 18.982 9.489 11.673
H 18.554 11.443 10.245
H 16.618 11.484 8.701
C 6.712 10.157 4.256
Se 7.417 10.041 6.120
C 6.343 11.558 6.872
C 7.181 12.797 6.895
Se 8.512 13.013 5.222
C 8.904 14.894 5.692
H 5.689 9.752 4.235
H 7.404 9.546 3.659
H 6.678 11.199 3.901
H 6.109 11.209 7.893
H 5.416 11.624 6.280
H 7.781 12.834 7.794
H 6.591 13.727 6.841
H 8.429 15.516 4.895
H 9.995 15.066 5.767
H 8.447 15.092 6.659
Cl 12.651 13.104 4.072
C 14.287 13.415 4.782
Cl 14.277 14.963 5.675
H 15.017 13.465 3.961
H 14.572 12.609 5.431
C 9.817 17.818 9.741
C 11.018 17.413 8.871
C 12.333 17.782 9.534
C 10.895 18.106 7.495
N 10.913 15.997 8.551
N 10.917 15.015 9.652
H 9.604 18.889 9.588
H 9.999 17.706 10.821
H 8.939 17.281 9.407
H 12.335 18.869 9.727
H 13.211 17.578 8.904
H 12.431 17.247 10.490
H 10.889 19.178 7.605
H 9.975 17.814 6.979
H 11.699 17.844 6.824
H 11.736 15.737 7.980
H 9.986 15.022 10.023
H 11.561 15.353 10.413